# 1
C31H32MoN2O5S2Sb | ωB97M-V/def2-TZVPD

Positions of all 74 atoms, in Å:
Mo -0.491 0.134 -0.503
C 4.661 -0.213 -1.106
N 3.340 0.245 -0.695
C 3.050 0.784 0.494
N 4.040 0.874 1.388
S 1.501 1.371 0.885
H 4.565 -0.759 -2.040
H 5.081 -0.895 -0.366
H 5.351 0.619 -1.266
H 2.623 0.364 -1.390
H 5.005 0.726 1.148
H 3.818 1.278 2.281
O -1.364 2.147 -0.295
C -1.107 2.104 -1.536
O 0.028 1.536 -1.894
C -2.077 2.549 -2.540
C -1.782 2.416 -3.886
C -2.702 2.795 -4.865
C -3.898 3.293 -4.417
O -4.940 3.725 -5.163
C -5.962 4.153 -4.242
O -5.444 3.947 -2.920
C -4.192 3.427 -3.071
C -3.306 3.074 -2.100
H -0.825 2.006 -4.175
H -2.488 2.704 -5.923
H -6.851 3.547 -4.384
H -6.165 5.208 -4.399
H -3.521 3.193 -1.046
S -2.209 -0.939 -1.295
Sb -1.406 -0.351 2.029
C -0.556 0.871 3.523
C -0.946 2.207 3.480
C -0.342 3.135 4.320
C 0.650 2.732 5.204
C 1.043 1.399 5.247
C 0.452 0.471 4.397
C -3.425 0.189 2.285
C -4.120 0.877 1.294
C -5.446 1.242 1.507
C -6.070 0.919 2.704
C -5.375 0.232 3.693
C -4.052 -0.131 3.488
C -1.504 -2.337 2.725
C -0.662 -2.895 3.685
C -0.816 -4.230 4.049
C -1.798 -5.007 3.449
C -2.632 -4.454 2.485
C -2.487 -3.121 2.121
H -1.722 2.532 2.797
H -0.651 4.173 4.286
H 1.116 3.456 5.860
H 1.811 1.080 5.943
H 0.792 -0.556 4.428
H -3.639 1.121 0.355
H -5.988 1.777 0.737
H -7.102 1.201 2.868
H -5.864 -0.021 4.625
H -3.517 -0.665 4.266
H 0.111 -2.310 4.164
H -0.170 -4.659 4.807
H -1.919 -6.044 3.738
H -3.401 -5.057 2.019
H -3.146 -2.698 1.371
C 1.166 -3.770 0.352
O 0.618 -2.424 0.395
C 0.558 -1.637 -0.616
C 1.187 -2.105 -1.885
H 0.722 -4.332 -0.463
H 0.893 -4.213 1.304
H 2.248 -3.732 0.250
H 2.200 -2.483 -1.726
H 1.197 -1.310 -2.627
H 0.580 -2.922 -2.291

Output
Kohn-Sham gap (spin up / spin down) (eV): 6.68 / 7.10
ΔE to the lowest compared entry with this formula, charge and spin (kJ/mol): 21.3
Spin multiplicity: 3
⟨S²⟩: 2.03
F_max (Eh/bohr): 0.0192
Total energy (eV): -75941.3869
Total charge: +1



# 2
C31H32N7O3PdS2 | ωB97M-V/def2-TZVPD

Positions of all 76 atoms, in Å:
Pd 1.000 0.240 -0.173
C 0.369 4.013 3.804
S 0.378 2.283 4.325
C 0.580 1.424 2.840
S 0.573 2.225 1.307
N 0.745 0.152 2.962
N 1.085 -0.565 1.919
C 1.309 -1.830 1.983
C 1.940 -2.465 0.846
C 2.397 -3.775 0.867
C 3.139 -4.242 -0.211
C 3.384 -3.397 -1.283
C 2.862 -2.111 -1.250
N 2.164 -1.662 -0.211
H 0.085 4.587 4.682
H -0.360 4.175 3.011
H 1.362 4.312 3.478
H 1.118 -2.374 2.902
H 2.189 -4.411 1.718
H 3.537 -5.248 -0.206
H 3.964 -3.723 -2.135
H 3.016 -1.428 -2.076
O 8.232 -0.041 2.364
C 8.004 0.812 1.370
O 8.867 1.479 0.887
C 6.587 0.927 0.834
C 6.447 1.452 -0.447
C 5.199 1.594 -1.018
C 4.061 1.231 -0.291
C 4.200 0.715 0.997
C 5.453 0.569 1.562
N 2.769 1.350 -0.845
C 2.453 2.278 -1.668
C 1.140 2.332 -2.276
C 0.895 3.137 -3.378
C -0.387 3.170 -3.917
C -1.377 2.408 -3.320
C -1.055 1.620 -2.222
N 0.175 1.573 -1.721
H 7.477 -0.555 2.656
H 7.338 1.744 -0.986
H 5.116 1.970 -2.030
H 3.310 0.459 1.561
H 5.525 0.199 2.577
H 3.152 3.071 -1.926
H 1.697 3.720 -3.810
H -0.606 3.791 -4.775
H -2.397 2.418 -3.679
H -1.829 1.039 -1.738
C -6.289 -2.854 0.684
C -5.472 -1.720 1.301
N -5.503 -0.478 0.538
C -6.745 0.291 0.485
C -7.459 0.172 -0.863
C -4.426 0.044 -0.077
O -4.354 1.183 -0.517
C -3.222 -0.832 -0.320
C -3.268 -1.911 -1.199
C -2.078 -2.497 -1.613
C -0.882 -1.968 -1.167
N -0.844 -0.937 -0.313
C -1.985 -0.385 0.108
H -6.204 -3.736 1.318
H -5.928 -3.114 -0.312
H -7.344 -2.595 0.614
H -4.435 -2.031 1.431
H -5.882 -1.510 2.292
H -6.493 1.342 0.631
H -7.395 -0.040 1.293
H -6.826 0.534 -1.672
H -8.363 0.778 -0.838
H -7.741 -0.862 -1.060
H -4.217 -2.261 -1.586
H -2.074 -3.335 -2.295
H 0.059 -2.373 -1.514
H -1.913 0.455 0.789

Output
Kohn-Sham gap (spin up / spin down) (eV): 3.97 / 3.97
ΔE to the lowest compared entry with this formula, charge and spin (kJ/mol): 101.1
Spin multiplicity: 1
F_max (Eh/bohr): 0.0334
Total energy (eV): -74362.0482
Total charge: +3



# 3
C31H33ClEuFIN5OSi | ωB97M-V/def2-TZVPD

Positions of all 75 atoms, in Å:
Eu -0.562 0.526 0.557
Cl -5.058 0.704 7.090
C -3.794 0.759 5.948
C -2.743 1.711 5.881
C -1.749 1.617 4.910
C -1.834 0.704 3.814
O -0.967 0.779 2.886
C -2.938 -0.310 3.872
C -3.021 -1.425 3.018
N -2.366 -1.555 1.892
C -2.116 -2.822 1.487
C -2.789 -3.939 2.019
C -2.798 -5.167 1.394
C -2.163 -5.301 0.164
C -1.373 -4.245 -0.395
C -0.406 -4.536 -1.390
C 0.651 -3.680 -1.594
C 0.662 -2.474 -0.928
N -0.248 -2.182 0.025
C -1.186 -3.042 0.396
C -3.798 -0.323 5.013
H -2.721 2.568 6.537
H -0.855 2.220 5.088
H -3.778 -2.130 3.309
H -3.261 -3.789 3.006
H -3.288 -6.068 1.740
H -2.434 -6.128 -0.481
H -0.371 -5.569 -1.816
H 1.492 -3.906 -2.234
H 1.461 -1.720 -1.020
H -4.602 -1.080 5.166
C 1.552 -1.295 2.802
Si 2.821 -0.046 2.297
C 4.281 -1.247 1.999
C 3.178 1.310 3.655
N 2.030 0.815 1.011
C 2.573 1.770 0.274
C 3.979 1.733 -0.168
C 4.412 2.737 -0.975
C 3.605 3.726 -1.446
C 2.285 3.827 -0.994
C 1.785 2.926 -0.092
F 0.422 2.897 0.331
H 0.771 -0.810 3.398
H 2.065 -1.959 3.553
H 1.163 -1.924 2.090
H 5.316 -0.935 2.100
H 4.330 -1.563 0.937
H 4.178 -2.162 2.560
H 3.838 0.834 4.431
H 2.275 1.498 4.187
H 3.639 2.260 3.242
H 4.683 0.985 0.203
H 5.446 2.590 -1.389
H 3.973 4.512 -2.034
H 1.695 4.684 -1.304
N 0.111 0.589 -1.839
C -0.249 0.963 -2.901
N -0.527 1.460 -4.097
C 0.573 2.007 -4.960
C 0.335 1.708 -6.462
C -1.092 2.090 -6.855
C -2.177 1.495 -5.935
C -1.953 1.843 -4.474
H 1.439 1.408 -4.590
H 0.646 3.057 -4.784
H 0.525 0.613 -6.562
H 1.120 2.211 -7.074
H -1.248 1.811 -7.898
H -1.128 3.223 -6.903
H -2.306 0.433 -6.168
H -3.195 1.809 -6.156
H -2.682 1.372 -3.790
H -2.010 2.974 -4.351
I -3.522 1.575 -0.227

Output
Kohn-Sham gap (spin up / spin down) (eV): 5.72 / 2.00
ΔE to the lowest compared entry with this formula, charge and spin (kJ/mol): 495.0
Spin multiplicity: 7
⟨S²⟩: 12.06
F_max (Eh/bohr): 0.0778
Total energy (eV): -92726.1537